An isolated molecule of C3H10N2S. Source: the OMol25 dataset; level of theory: ωB97M-V/def2-TZVPD.

Properties
F_max: 0.0087 hartree/bohr
E_HOMO: -9.1 eV
energy relative to the best compared isomer or geometry (same formula, charge and spin): 0.00 kcal per mole
frontier orbital gap: 9.926 eV
lowest unoccupied orbital energy: 0.823 eV

Element x y z (Å)
N: 1.885 1.583 -0.398
C: 1.358 0.311 0.086
C: -0.175 0.232 0.141
N: -0.746 0.548 -1.154
C: -0.599 -1.119 0.724
S: -2.391 -1.217 1.024
H: 1.415 1.815 -1.270
H: 1.611 2.327 0.237
H: 1.739 -0.480 -0.561
H: 1.750 0.144 1.086
H: -0.480 1.018 0.849
H: -1.758 0.619 -1.078
H: -0.559 -0.170 -1.846
H: -0.321 -1.925 0.055
H: -0.097 -1.298 1.677
H: -2.632 -2.389 0.428

Electronic structure analysis, Mulliken charges in units of e: N -0.658; C -0.955; C 0.228; N -0.606; C -0.772; S -0.252; H 0.288; H 0.256; H 0.401; H 0.405; H 0.285; H 0.274; H 0.235; H 0.405; H 0.333; H 0.131